Entry 1:
The following is a DFT calculation (ωB97M-V with the def2-TZVPD basis set) of a cluster of 9 separate species, C25H63Br8O16P3 in total.

```
115
Properties=species:S:1:pos:R:3:forces:R:3:lowdin_charge:R:1
Br 13.235987 7.852286 18.878111 0.9 0.2 -0.8 0.55
C 14.676534 7.847310 17.468161 -1.1 -0.8 -0.3 -0.64
C 15.159441 9.197490 17.089266 0.5 0.0 -0.9 -0.58
Br 16.800732 9.018227 15.868987 -1.0 -0.1 0.9 0.61
H 14.223634 7.331890 16.634578 -0.4 0.1 -0.3 0.05
H 15.443058 7.180960 17.790351 0.6 -0.2 0.8 0.04
H 15.498306 9.733696 17.940573 0.4 0.6 0.5 0.04
H 14.490296 9.792944 16.483955 -0.2 0.0 0.1 0.02
Br 12.365038 14.048580 21.237055 0.0 0.6 0.4 0.64
C 12.700072 15.257167 22.756242 -0.3 -1.2 0.9 -0.65
C 13.395089 14.452414 23.891641 -0.6 1.3 0.8 -0.73
Br 15.216013 14.020995 23.427899 0.1 0.1 0.2 0.61
H 11.757557 15.606975 23.179989 -0.2 -0.2 -0.4 0.06
H 13.219033 16.146329 22.406861 0.4 -0.4 0.0 0.05
H 12.915392 13.507623 24.198793 0.0 0.5 -0.7 0.05
H 13.335617 15.093312 24.828910 0.6 -0.6 -1.1 0.08
Br 12.186693 11.595726 18.725896 -0.4 0.3 -0.1 0.66
C 10.598659 12.695418 18.285680 -0.4 -0.8 0.4 -0.63
C 10.719595 13.239501 16.887897 -0.5 -1.0 -0.5 -0.64
Br 9.033282 14.097529 16.297349 0.3 -0.3 0.3 0.61
H 10.451275 13.468000 19.022664 0.3 0.3 0.3 0.01
H 9.808098 11.945359 18.454482 0.1 0.6 -0.6 0.06
H 10.862888 12.401399 16.192249 0.1 0.5 0.1 0.04
H 11.495971 13.978605 16.766803 0.2 0.2 0.1 0.04
Br 10.433160 16.997344 18.189393 -0.5 -0.2 -0.4 0.63
C 12.328309 17.256949 18.297841 1.0 0.3 -1.2 -0.71
C 12.914652 18.058695 17.049088 -1.1 -0.9 1.4 -0.65
Br 14.820672 18.273618 17.347377 -0.2 0.0 -0.1 0.68
H 12.816010 16.276638 18.307257 -0.3 0.2 0.2 0.01
H 12.409762 17.749366 19.262749 0.7 0.2 -0.3 0.04
H 12.440129 19.038584 17.012997 0.2 -0.1 -0.2 0.05
H 12.775977 17.491925 16.110123 0.1 0.3 0.6 0.05
C 13.098054 8.551289 11.574663 0.3 0.0 0.2 -0.12
O 12.273864 9.249525 12.447080 -0.7 0.1 0.0 -0.19
C 12.971612 10.026385 13.411603 -0.9 -1.0 0.3 -0.17
C 12.020848 10.335676 14.567500 0.7 1.3 -1.3 -0.25
O 11.684597 9.272409 15.362351 -0.1 -0.8 1.2 -0.19
C 10.840089 8.281223 14.802381 -1.0 1.1 -0.4 -0.09
H 13.618648 9.244497 10.937813 0.6 0.2 -0.5 0.08
H 12.572325 7.832545 10.970281 -0.8 0.1 -0.3 0.08
H 13.796350 7.934620 12.115584 0.8 -0.1 0.4 0.08
H 13.324526 10.965842 13.015199 0.2 0.3 -0.4 0.10
H 13.821877 9.423160 13.760889 0.1 0.3 0.2 0.13
H 11.114934 10.852423 14.211569 0.2 -0.1 -0.3 0.13
H 12.606101 11.073612 15.123571 -0.3 -0.2 0.6 0.09
H 11.463720 7.517412 14.388923 0.1 -0.9 -0.2 0.07
H 10.206072 8.685131 13.957232 0.6 -0.3 0.9 0.11
H 10.171050 7.928987 15.608233 0.4 -0.1 -0.4 0.09
C 20.106750 19.055019 13.078540 0.7 0.0 -0.5 -0.11
O 19.486180 18.648143 14.287684 1.4 0.9 -0.3 -0.17
C 18.618123 17.599179 14.107290 -0.4 -1.1 0.7 -0.25
C 17.890402 17.230266 15.407523 -1.0 0.1 -1.2 -0.22
O 18.707370 16.443892 16.243268 0.0 0.2 0.1 -0.17
C 18.107075 16.157472 17.485331 -0.8 -0.5 -0.1 -0.11
H 19.385802 19.069337 12.213641 0.6 0.2 0.8 0.10
H 21.017696 18.482816 12.760556 -0.9 -0.5 0.4 0.09
H 20.583160 20.016002 13.264358 -0.6 0.4 -0.1 0.08
H 19.127580 16.692539 13.738532 0.0 0.1 0.1 0.13
H 17.896894 17.890776 13.350841 -0.6 -0.1 -0.2 0.12
H 17.017526 16.627487 15.026586 0.4 0.4 0.7 0.13
H 17.490608 18.163325 15.908751 0.5 -0.9 -0.3 0.11
H 18.853093 15.877151 18.204592 0.6 -0.1 0.2 0.08
H 17.358477 15.334966 17.464607 0.4 0.3 -0.5 0.07
H 17.563627 17.008825 17.871079 -0.1 0.5 0.2 0.05
C 14.689807 13.996582 18.310580 -0.8 1.4 1.2 -0.13
O 14.311704 14.315697 16.966616 0.1 0.0 0.3 -0.22
P 14.776523 13.433728 15.754547 1.4 -0.5 -0.9 0.36
O 14.669421 11.980863 15.903815 -0.2 -0.3 0.4 -0.24
O 13.888263 14.058351 14.645407 -0.5 0.9 -1.1 -0.20
C 14.102248 13.856411 13.212832 0.7 0.0 0.1 -0.05
O 16.306833 13.845235 15.390716 -1.5 -0.3 0.4 -0.23
C 17.255581 12.745604 15.496637 0.5 1.5 0.3 -0.10
H 14.376404 13.017855 18.664323 0.2 0.0 -0.5 0.01
H 14.175439 14.756750 18.930516 -0.1 -0.6 -0.3 0.05
H 15.709241 14.228013 18.562742 0.8 -0.3 -0.6 0.07
H 13.625111 14.672869 12.655147 -0.2 -0.4 0.5 0.08
H 13.713035 12.877187 12.922419 0.0 0.5 0.1 0.06
H 15.167211 13.920741 12.968669 0.0 -0.2 0.3 0.08
H 17.028851 12.195565 16.398262 0.3 -0.3 0.1 0.06
H 18.205226 13.311796 15.598973 -0.3 -0.8 -0.1 0.09
H 17.195829 12.116373 14.616154 0.1 0.0 -0.1 0.05
C 7.962584 14.494131 11.308664 -0.7 1.1 1.3 -0.11
O 8.920239 13.811196 12.111492 2.1 -0.7 -0.6 -0.23
P 10.515759 14.097487 11.880524 -0.4 -0.9 0.4 0.47
O 11.402771 13.174150 12.650039 -1.5 1.4 -0.8 -0.23
O 10.737300 14.051801 10.284785 -0.8 0.0 1.2 -0.22
C 12.042606 14.020452 9.741972 0.8 0.2 -0.4 -0.11
O 10.636811 15.675432 12.177560 0.2 -0.4 -0.1 -0.24
C 10.687252 16.077486 13.591323 -0.4 0.0 -1.5 -0.06
H 8.452969 15.367446 10.880194 -0.4 -0.2 -0.8 0.08
H 7.239708 14.899426 12.028715 0.1 0.0 -0.1 0.09
H 7.353878 13.845772 10.677073 0.8 -0.1 -0.4 0.09
H 12.644290 14.875140 10.047027 0.0 0.1 0.4 0.09
H 11.940983 14.138642 8.672521 -0.2 -0.2 -0.3 0.08
H 12.596392 13.101972 9.957133 -0.3 0.0 0.2 0.09
H 9.707324 15.895421 14.008779 0.0 0.0 0.4 0.05
H 10.971317 17.128322 13.640085 -0.1 -0.1 -0.2 0.09
H 11.450916 15.461718 13.980066 0.7 -0.6 1.2 0.05
C 17.183186 11.152983 9.201818 -0.4 0.2 0.0 -0.07
O 18.157829 12.011076 9.870488 0.2 -0.7 -0.6 -0.21
P 18.391313 11.844897 11.421223 -0.5 -1.1 0.9 0.36
O 17.207763 12.067172 12.252151 -0.6 0.6 0.3 -0.24
O 18.892523 10.340722 11.706801 0.9 1.2 -0.9 -0.23
C 18.299109 9.393630 12.594742 -0.1 0.7 0.6 -0.11
O 19.603383 12.831750 11.647052 -0.3 -0.6 -0.3 -0.20
C 20.087528 13.035017 12.997168 0.5 -0.1 -1.4 -0.04
H 16.263926 11.116279 9.819935 0.6 -0.4 -0.2 0.09
H 17.595078 10.154361 8.928692 -0.2 0.7 0.7 0.10
H 16.874118 11.622915 8.257481 0.5 0.2 0.4 0.09
H 17.522462 9.844006 13.228811 0.1 0.0 -0.5 0.02
H 19.081077 9.043238 13.282159 -0.1 -0.2 -0.5 0.09
H 17.893377 8.631750 11.948338 -0.1 -0.6 0.3 0.09
H 20.546115 13.991243 12.959687 0.5 0.9 0.1 0.08
H 20.848095 12.297261 13.204473 0.0 -0.3 0.3 0.10
H 19.291219 13.089688 13.687876 -0.9 -0.3 0.8 0.05
```
Positions in Å, forces in eV/Å.

Properties
Spin multiplicity   1
Electronic energy   -23810.5215 Eh
Kohn-Sham gap   9.25 eV

=====

Entry 2:
The following is a DFT calculation (ωB97M-V with the def2-TZVPD basis set) of a structure of composition C25H63F6N4O16S2V.

```
117
Properties=species:S:1:pos:R:3:forces:R:3:lowdin_charge:R:1
V -2.782227 -0.589174 2.951729 3.8 1.5 -2.2 1.23
C 4.148666 -2.918775 3.351811 -0.8 -1.9 -0.5 -0.63
F 5.339507 -2.360146 3.383812 -0.2 0.5 0.1 0.16
F 4.239573 -4.127922 3.962462 0.0 1.1 -0.3 0.09
F 3.225377 -2.212167 4.017774 0.7 0.2 0.1 0.10
S 3.485694 -3.099222 1.540936 -3.3 0.7 -1.2 0.74
O 2.324433 -2.175200 1.443709 2.7 -0.7 0.6 -0.38
O 4.630306 -2.795173 0.665081 -1.7 -0.7 1.5 -0.33
N 2.552794 -4.682718 1.530343 4.4 1.7 -0.9 -0.22
S 3.788510 -5.673434 1.103244 1.7 -2.6 0.8 0.59
O 5.107508 -5.365024 1.689722 -1.4 0.6 -0.9 -0.37
O 3.506629 -7.102209 1.287801 -1.0 1.6 -0.6 -0.35
C 4.078784 -5.535723 -0.857902 -0.4 0.2 1.7 -0.61
F 3.452931 -6.564333 -1.463713 0.4 0.8 0.0 0.10
F 3.586345 -4.362181 -1.288626 0.1 -0.8 -0.4 0.09
F 5.390712 -5.582278 -1.134140 -0.7 -0.1 -0.1 0.12
O -2.395375 0.608551 1.202665 -0.3 -1.8 2.7 -0.41
C -0.980642 0.894903 1.215669 0.5 -0.7 0.5 -0.26
C -0.074608 0.403843 2.499182 -1.4 1.6 -0.6 -0.29
O -0.631966 -0.608721 3.290305 -2.9 -0.7 -0.5 -0.39
H -0.883495 1.972420 1.082934 0.2 0.2 0.3 0.08
H -0.540801 0.444925 0.325636 0.0 -0.2 -0.1 0.08
H 0.023396 1.251157 3.177816 0.0 0.7 -0.1 0.08
H 0.948472 0.218055 2.172241 -0.1 -0.7 -0.3 0.10
C -2.979052 0.072977 -6.250957 0.0 1.0 -0.5 -0.08
C -1.593714 -0.020703 -5.621090 -0.4 -0.6 0.4 -0.42
C -1.113946 1.280400 -4.954726 -0.6 0.0 -1.7 -0.21
O 0.041823 1.123048 -4.196040 0.3 -0.9 -0.6 -0.17
C 0.035249 1.764151 -2.975481 0.0 0.5 1.0 -0.11
N -1.606866 -1.071786 -4.592650 0.5 -0.1 -0.7 0.07
H -3.297719 -0.803466 -6.815235 0.1 -0.6 0.9 0.08
H -3.024807 0.769379 -7.088229 0.3 0.8 0.2 0.07
H -3.696651 0.425446 -5.510069 -0.3 -0.4 0.0 0.07
H -0.958202 -0.301798 -6.460856 0.6 -0.2 0.3 0.14
H -1.965586 1.638823 -4.376514 0.0 0.3 0.3 0.12
H -0.882018 1.951585 -5.781651 -0.2 0.7 0.1 0.13
H -0.668130 1.332562 -2.263388 -0.3 -0.3 0.1 0.08
H -0.233098 2.817210 -3.060025 0.3 0.1 -0.2 0.06
H 1.023186 1.672422 -2.524201 0.0 0.1 -0.2 0.08
H -0.645224 -1.101868 -4.285362 0.4 -0.5 0.2 0.06
H -2.061129 -0.700013 -3.770750 -0.6 0.0 0.3 0.05
C 0.735228 -1.950872 -1.289358 -0.6 -0.8 -0.8 -0.03
C -0.517923 -2.643732 -0.682791 -1.0 0.7 0.4 -0.36
C -1.367612 -3.495980 -1.634690 0.6 1.0 -0.8 -0.22
O -0.489061 -4.179053 -2.456099 0.6 -1.5 -1.9 -0.18
C -1.020181 -4.533815 -3.740840 0.3 -0.2 0.3 -0.10
N -0.204784 -3.185731 0.711691 -0.5 1.0 -2.5 0.08
H 1.450763 -2.701850 -1.624236 0.2 0.1 0.4 0.08
H 1.188073 -1.195610 -0.647008 0.0 -0.5 0.5 0.06
H 0.490714 -1.379214 -2.184628 -0.4 -0.1 -0.3 0.06
H -1.196487 -1.825420 -0.441884 -0.3 0.5 -0.4 0.08
H -1.943662 -2.838649 -2.285976 -0.1 0.6 0.1 0.09
H -2.137425 -4.152518 -1.229161 0.2 -0.3 0.9 0.12
H -0.377068 -5.267752 -4.226472 0.2 -0.2 0.5 0.08
H -1.068405 -3.727300 -4.472482 -0.1 0.6 0.4 0.06
H -2.020368 -4.958262 -3.653830 -0.2 -0.1 0.1 0.08
H 0.271133 -2.306188 0.853120 1.2 -0.4 1.9 0.01
H -1.090157 -2.949352 1.136372 -0.4 -0.7 0.8 0.04
C -0.754044 6.123970 0.355649 -1.8 -0.6 1.2 -0.05
C -1.441029 5.003464 -0.429529 1.3 1.1 -0.9 -0.42
C -2.844281 5.319525 -0.822118 -1.8 0.6 -0.7 -0.22
O -2.879172 6.305296 -1.830232 0.1 1.6 -1.4 -0.22
C -4.178206 6.867608 -2.066536 0.3 -1.2 0.6 -0.09
N -0.641990 4.933612 -1.658715 0.2 -1.0 0.5 0.05
H 0.195351 5.787847 0.772522 0.0 0.4 -0.2 0.08
H -1.487014 6.335872 1.134069 0.4 0.1 0.8 0.07
H -0.758806 7.074809 -0.177259 0.6 -0.3 -0.4 0.08
H -1.466527 4.027037 0.054251 0.3 0.1 0.4 0.13
H -3.505875 5.734108 -0.061526 0.1 -0.6 0.8 0.12
H -3.298499 4.455167 -1.306541 -0.3 -0.6 0.5 0.12
H -4.915126 6.066460 -2.123171 -0.2 -0.3 0.2 0.08
H -4.281926 7.354084 -3.036423 0.7 0.3 0.2 0.09
H -4.448551 7.498107 -1.219487 -0.1 0.4 -0.1 0.09
H -0.710502 5.867735 -2.036640 0.1 -0.1 -0.5 0.07
H -1.132048 4.293716 -2.267379 0.1 0.1 -0.6 0.05
C 4.427543 2.374233 -0.963166 -1.6 -0.5 -0.7 -0.03
C 3.033023 2.628091 -0.294688 0.0 -0.5 -0.1 -0.49
C 3.043277 2.290539 1.200842 -0.2 0.0 -1.1 -0.04
O 2.660468 3.963891 -0.495758 0.4 1.5 0.0 -0.06
H 5.224727 3.045816 -0.644444 -0.1 -0.3 0.4 0.08
H 4.344334 2.480300 -2.044799 -0.3 0.6 -0.1 0.07
H 4.648719 1.307334 -0.933040 0.5 0.0 0.8 0.08
H 2.214402 2.100727 -0.784441 0.5 -1.0 -0.2 0.11
H 3.738251 3.041480 1.576613 0.2 -0.6 0.8 0.09
H 3.254847 1.225052 1.290763 0.8 0.1 0.4 0.08
H 2.067145 2.385718 1.676439 -0.1 0.5 -0.1 0.06
H 1.704027 4.031804 -0.542684 -0.1 0.1 -0.1 0.05
C 2.012696 1.841271 5.684107 -0.4 1.2 -1.7 -0.23
C 1.871596 0.276676 5.623561 -0.2 2.1 2.0 -0.20
O 0.506839 -0.062122 5.822762 0.3 0.0 -0.3 -0.09
O 1.704635 2.519782 6.906052 0.6 -1.7 1.1 -0.09
H 1.254090 2.382193 5.118395 -0.1 -1.0 -1.5 0.10
H 2.951245 2.255225 5.315505 0.4 -0.5 0.1 0.11
H 2.313605 -0.049418 6.565046 0.8 -0.4 -0.2 0.12
H 2.340115 -0.172874 4.748070 -0.1 0.1 0.1 0.11
H 0.161014 -0.109323 4.928451 -0.9 -0.4 -0.5 0.01
H 1.165537 1.818307 7.278744 -0.6 0.3 1.0 0.06
C 1.204706 -4.959091 4.852349 0.1 -0.1 -0.5 -0.26
C 0.518245 -3.647889 4.738677 0.7 1.4 -0.3 -0.28
O 0.399994 -3.316334 3.387460 -0.3 -0.1 -0.2 -0.09
O 0.726172 -5.832058 3.851087 -0.6 -0.8 0.8 -0.05
H 1.089881 -5.294429 5.883105 0.0 -0.5 0.1 0.12
H 2.261513 -4.801357 4.636957 0.0 0.1 0.3 0.10
H 1.251293 -2.968762 5.174016 -0.2 0.4 0.6 0.10
H -0.443541 -3.445376 5.209899 -0.2 -0.8 0.6 0.11
H 0.044980 -2.424415 3.393578 0.1 0.5 -0.5 0.02
H 0.973138 -6.705558 4.163513 0.0 -0.3 -0.4 0.08
C -4.581157 -0.253071 -1.761098 -0.6 -0.2 -0.3 -0.26
C -4.838098 1.210228 -1.710332 1.1 1.1 0.3 -0.26
O -4.987941 1.872613 -0.466997 -0.8 -0.1 0.5 -0.07
O -3.249238 -0.651579 -1.568028 0.0 -0.1 -0.2 -0.06
H -4.799217 -0.482126 -2.804206 -0.1 -0.5 0.0 0.12
H -5.317751 -0.750020 -1.129765 0.1 -0.5 0.2 0.12
H -5.733800 1.463111 -2.277656 0.1 0.0 -0.1 0.12
H -3.928188 1.614485 -2.153874 -0.1 0.5 -0.7 0.11
H -4.386606 1.562131 0.213881 0.6 -0.2 -0.2 0.05
H -2.915687 -0.410146 -0.700824 0.0 0.3 0.6 0.04
```
Positions in Å, forces in eV/Å.

Properties
Spin multiplicity   4
Electronic energy   -4752.4323 Eh
Total charge   -1
Relative energy (zero: lowest compared OMol25 entry of this formula, charge and spin)   708.5 kJ/mol
Kohn-Sham gap (alpha / beta)   5.51 / 5.42 eV